(1)
A molecular structure, C2H5NO2 in a non-equilibrium geometry, computed with ωB97M-V/def2-TZVPD.

Computed properties:
**Electronic energy**: -284.21893 hartree
**F_max**: 2.5 eV/A
**ΔE to the lowest compared entry with this formula, charge and spin**: 155.9 kcal/mol
**LUMO (alpha / beta)**: -0.0205 / -0.0255 hartree

Element x y z (Å)
C  -1.873  0.690  0.322
C  -1.493  -0.380  -0.344
N  1.750  1.184  -0.099
O  3.279  -0.629  0.329
O  1.881  0.082  -0.268
H  -2.619  1.366  -0.059
H  -1.460  0.934  1.287
H  -1.903  -0.630  -1.309
H  -0.748  -1.058  0.040
H  3.185  -1.559  0.102

Cartesian forces, eV/Å:
-0.05 0.16 0.15
0.07 -0.22 -0.19
0.55 -1.05 0.04
1.59 0.01 0.87
-1.92 1.38 -0.75
-0.15 0.12 -0.12
0.10 0.02 0.18
-0.11 0.01 -0.14
0.12 -0.11 0.13
-0.18 -0.32 -0.17

---

(2)
2 unconnected molecules or ions with the total composition C4H8O2, computed with ωB97M-V/def2-TZVPD.

Computed properties:
**Electronic energy**: -307.62529 hartree
**F_max**: 0.5 eV/A
**ΔE to the lowest compared entry with this formula, charge and spin**: 54.7 kcal/mol
**Structure (SMILES)**: COC=O.C=C
**LUMO**: 0.0321 hartree

Element x y z (Å)
C  1.104  2.059  -0.343
C  0.120  0.544  1.097
O  0.582  0.747  -0.156
C  -0.842  -1.706  -1.070
C  -0.978  -2.139  0.178
O  0.501  -0.342  1.803
H  1.122  2.608  0.604
H  0.520  2.617  -1.079
H  2.130  1.930  -0.691
H  -0.650  1.278  1.401
H  -1.686  -1.342  -1.651
H  0.132  -1.664  -1.549
H  -0.119  -2.452  0.764
H  -1.936  -2.138  0.691

Cartesian forces, eV/Å:
0.13 0.35 -0.07
0.15 -0.22 0.47
0.12 -0.22 0.18
-0.05 -0.10 0.11
-0.02 -0.03 -0.18
-0.24 0.39 -0.24
0.01 0.04 -0.19
0.03 -0.12 0.04
-0.10 0.18 0.00
0.14 -0.02 0.02
0.07 -0.08 0.09
-0.15 -0.06 0.06
-0.16 -0.04 -0.15
0.07 -0.06 -0.14